Entry from the OMol25 dataset: C3H7IOS as an isolated structure (ωB97M-V with the def2-TZVPD basis set).

Geometry as XYZ:
```
13
Properties=species:S:1:pos:R:3
I -0.1956 1.4514 2.5900
S 2.7174 0.3086 1.6084
O 0.4208 -1.1670 0.0991
C -0.9121 0.3495 -1.0908
C 1.4712 0.2254 2.8630
C 0.3220 -0.4953 -0.8689
H -1.2620 0.0514 -2.1669
H 0.9526 -0.4133 -1.8447
H 1.2389 -0.8050 2.9413
H 1.9898 0.4852 3.6826
H -1.6659 -0.0367 -0.3959
H 2.8916 1.5639 1.7969
H -0.6940 1.4978 -1.0168
```

Computed properties:
DFT total energy	-889.567646	a.u.
charge	0
HOMO	-9.0	eV
relative energy (zero: lowest compared OMol25 entry of this formula, charge and spin)	57.4	kJ/mol

Entry from the OMol25 dataset: a 2-piece molecular cluster, C3H7N3O overall (ωB97M-V with the def2-TZVPD basis set).

Geometry as XYZ:
```
14
Properties=species:S:1:pos:R:3
O 1.1620 -1.2292 0.9801
N -1.1105 -0.4976 -0.5416
N 1.3417 0.3911 -2.2129
N -1.1448 1.5049 0.8097
C 0.2365 -0.2948 1.5124
C -0.5355 0.4381 0.4263
C 0.5445 0.7419 -1.4188
H -1.8465 -0.1307 -1.1269
H 0.7248 0.4441 2.1555
H -1.7214 1.9368 0.0902
H -0.7455 -1.4376 -0.5175
H 1.9179 -0.7376 0.6486
H -0.4649 -0.8760 2.1161
H 1.6418 -0.2535 -2.9213
```

Computed properties:
DFT total energy	-357.894808	a.u.
charge	0
HOMO	-8.9	eV
relative energy (zero: lowest compared OMol25 entry of this formula, charge and spin)	407.1	kJ/mol

Entry from the OMol25 dataset: a 10-piece molecular cluster, C56H49Cl2N9O18 overall (ωB97M-V with the def2-TZVPD basis set).

Geometry as XYZ:
```
134
Properties=species:S:1:pos:R:3
Cl 0.9022 -2.0925 0.5892
Cl 0.3530 0.1286 -1.6830
O 3.8139 -7.1065 4.6512
O -2.0580 3.2760 -5.9655
O 1.8910 3.1810 -0.1667
O 4.4762 0.6437 3.3778
O -1.0092 -4.4555 -1.5460
O -1.8513 -1.2826 4.2977
O -4.9794 1.7459 1.3767
O -6.8255 -2.3526 -4.6943
O 3.4432 0.7550 1.4865
O -2.8938 1.7906 0.9195
O -1.3423 -5.9193 -3.1084
O -7.6455 -1.9026 -2.7693
O 4.9870 -6.7776 2.8844
O -2.8703 2.5155 -7.8227
O 0.3740 4.5418 -0.7904
O 0.5380 0.0276 4.1907
O -3.7288 -0.6893 5.1356
O 0.9605 0.8900 6.1084
N 0.6528 0.9760 4.9329
N -0.7062 -5.0246 -2.5807
N 1.2352 3.7166 -1.0358
N -2.7233 -1.3446 5.1212
N -4.0070 2.2927 0.9170
N 4.1923 -6.4065 3.7307
N -6.7088 -2.0433 -3.5225
N -2.3020 2.3792 -6.7619
N 4.3471 1.0688 2.2481
C 2.0270 -2.7682 -3.7842
C 0.8220 4.1244 -3.4042
C -1.9135 -3.8601 8.3783
C -1.8314 1.0412 -6.3959
C -0.6782 -1.4375 -5.8880
C 7.5374 2.9567 1.8611
C -3.0007 -2.3808 -3.1874
C -0.1484 2.4251 3.1289
C -1.4525 -3.2026 6.1254
C -5.1725 -1.4934 -1.6847
C -3.0458 4.2635 -0.2779
C -5.3574 -1.9656 -2.9944
C -2.8459 -1.9325 -1.8819
C 0.8740 4.6698 4.4529
C 1.0545 -5.3351 -4.2639
C -1.9632 -0.0029 -7.3002
C 2.7429 -2.4359 3.4951
C -2.4999 -2.2897 6.2330
C 3.6558 -5.0660 3.6012
C 2.1558 -4.8594 -4.9711
C 0.4879 2.3093 4.3657
C -4.2694 -2.3492 -3.7495
C 1.0166 -3.2740 -2.9792
C 2.3289 -3.2684 4.5375
C -0.1465 3.6448 2.4875
C 5.1457 2.6816 0.5582
C 6.0602 3.5755 0.0649
C 4.0847 -4.2233 2.5817
C 6.5934 2.0733 2.3834
C -5.5547 5.3743 -0.4870
C -5.3950 4.1414 0.1396
C -4.4762 6.0274 -1.0454
C -4.1464 3.5863 0.2492
C 3.5606 -2.9458 2.4946
C 2.6252 -3.5760 -4.7324
C -1.4156 -1.2430 -7.0490
C -3.2029 5.4345 -0.9773
C -0.2756 -0.7747 0.8377
C 0.9172 3.4044 5.0776
C -3.2630 -2.1855 7.3752
C 7.2764 3.7280 0.7362
C -3.9279 -1.5217 -1.1015
C 1.5255 3.4273 -2.4337
C -0.5547 -0.3999 -4.9726
C 0.4781 -4.5336 -3.2888
C 5.3927 1.9373 1.6966
C -1.1833 -4.0253 7.2117
C 2.7165 -4.5973 4.5041
C -3.0163 -3.0119 8.4606
C 2.6316 2.0471 -4.0988
C 2.4281 2.4348 -2.7772
C -1.1576 0.8217 -5.1913
C 0.1872 0.4587 0.0649
C 1.0070 3.7228 -4.7268
C 1.8316 2.6680 -5.0580
C 0.4196 4.7448 3.1586
H 1.3470 3.3404 6.0657
H -2.1101 -2.6529 -3.7344
H 4.2041 2.4738 0.0625
H -4.1119 -1.5150 7.4187
H -1.8413 -1.9765 -1.4783
H 2.4525 -1.4107 3.3094
H 1.3194 5.5266 4.9356
H 0.4177 4.1585 -5.5204
H -0.1816 -2.3940 -5.7714
H 3.3127 1.2411 -4.3226
H -4.3796 -2.7561 -4.7463
H -0.6891 3.8326 1.5752
H 3.6204 -2.2609 1.6580
H 0.0705 -0.5762 -4.1059
H 2.4166 -5.2543 5.3124
H 0.4640 5.7292 2.7060
H 1.6843 -2.9008 5.3230
H 8.0213 4.4124 0.3547
H -4.5677 7.0258 -1.4508
H 2.4104 -1.7601 -3.6863
H -0.6972 1.5779 2.7408
H 4.7240 -4.5900 1.7896
H -0.7927 -3.2090 5.2702
H -3.7102 -1.2597 -0.0754
H 1.8733 2.4074 -6.1092
H 2.9246 1.8334 -2.0267
H -1.4058 -2.0174 -7.8038
H -6.5484 5.7970 -0.5515
H -1.7164 -4.5317 9.2072
H 0.6279 -6.2968 -4.5100
H 8.4814 3.0274 2.3850
H -2.3560 5.9254 -1.4348
H -0.3543 -4.7106 7.1055
H -0.4008 -0.6191 1.9073
H 5.7955 4.2002 -0.7767
H 2.6158 -5.4434 -5.7557
H -2.4827 0.1161 -8.2426
H -0.5429 1.2618 0.1258
H 1.1720 0.7068 0.4529
H -1.0510 1.6078 -4.4582
H -6.2646 3.5915 0.4759
H -2.0760 3.8171 -0.0978
H 0.6086 -2.7079 -2.1537
H -3.5674 -3.0095 9.3879
H 0.1869 4.9666 -3.1806
H -1.2563 -1.0739 0.4669
H 6.7258 1.5152 3.2988
H -6.0182 -1.2268 -1.0643
H 3.4410 -3.2349 -5.3576
```

Computed properties:
SMILES	O=[N+]([O-])c1ccccc1.O=[N+]([O-])c1ccccc1.O=[N+]([O-])c1ccccc1.O=[N+]([O-])c1ccccc1.O=[N+]([O-])c1ccccc1.O=[N+]([O-])c1ccccc1.O=[N+]([O-])c1ccccc1.O=[N+]([O-])c1ccccc1.O=[N+]([O-])c1ccccc1.ClCCCl
DFT total energy	-4930.036069	a.u.
charge	0
HOMO	-9.6	eV
relative energy (zero: lowest compared OMol25 entry of this formula, charge and spin)	38.2	kJ/mol

Entry from the OMol25 dataset: one molecule with the formula C10H5N5 (ωB97M-V with the def2-TZVPD basis set).

Geometry as XYZ:
```
20
Properties=species:S:1:pos:R:3
N 0.8812 2.9889 -0.4159
N 0.7244 -3.3550 -1.4941
N 0.6592 1.3446 -4.1644
N -1.6918 -1.6395 -2.6588
N 3.8592 -0.3264 -1.8676
C -0.9370 -0.8273 -2.3752
C 1.1029 -2.2857 -1.3671
C -1.4787 0.7185 -0.1446
C 0.0258 0.1363 -2.0483
C 2.8216 -0.6061 -1.5201
C 0.5723 1.9162 -0.5983
C 0.9477 -0.3234 0.2336
C -0.0484 0.6231 -0.5762
C 0.5597 0.8636 -3.1361
C 1.6024 -1.0229 -1.0110
H -2.0719 1.1909 -1.0615
H 1.5960 0.1748 0.9030
H -2.1149 -0.2106 -0.0059
H 0.4587 -1.0489 0.7442
H -1.7848 1.2790 0.8063
```

Computed properties:
DFT total energy	-657.602408	a.u.
charge	0
HOMO (spin up / spin down)	-9.3 / -12.6	eV
spin multiplicity	3

Entry from the OMol25 dataset: C37H40O2P2Ti as an isolated structure (ωB97M-V with the def2-TZVPD basis set).

Geometry as XYZ:
```
82
Properties=species:S:1:pos:R:3
Ti -1.5494 3.2437 0.1208
P -0.7871 7.9840 1.4966
P -1.5080 8.2853 -1.7292
O -1.3641 1.2719 -0.4979
O -0.9486 -0.4574 0.8442
C 0.5112 10.2773 2.6529
C -1.7451 9.5801 3.3823
C -1.8976 9.8782 -2.4126
C 1.8421 0.6701 0.9046
C -1.1410 7.2655 -3.1868
C -2.8787 12.3470 -3.2660
C 0.2419 6.3341 -4.9200
C 1.4570 2.1373 -1.9491
C 1.4165 4.2482 3.2064
C -2.0882 5.7140 -4.7802
C -2.6521 11.3120 -4.1790
C 2.8214 2.7945 0.1419
C -1.1913 0.8549 0.7287
C -2.5231 12.1577 -1.9235
C -3.4232 3.7175 0.6504
C -2.1572 10.0748 -3.7709
C -2.0038 10.9441 -1.4885
C 1.5536 5.4253 3.9669
C 0.4371 8.5717 0.2140
C 0.9506 6.6190 3.5239
C 0.1880 8.5676 -1.1139
C -0.5654 -1.3652 -0.3378
C 0.3937 11.4154 3.4500
C -0.8236 5.5523 -5.3706
C 2.6122 -0.2624 0.0494
C -0.7734 11.6524 4.1811
C 2.7844 0.1217 -1.4369
C -2.2520 6.5713 -3.6906
C 0.7306 4.3728 1.9837
C 0.0875 7.1823 -3.8277
C 1.5692 0.8072 -1.9895
C 0.2785 6.6955 2.2953
C 1.8518 1.9730 0.8133
C -0.5590 9.3731 2.6343
C 2.3964 3.0986 -1.3094
C -1.8356 10.7300 4.1608
C 0.3247 5.5648 1.4683
H 1.3861 8.9261 0.6381
H 1.8692 3.2782 3.4850
H 3.7771 2.2709 0.1634
H -0.6788 4.7973 -6.1572
H 0.0034 5.5704 0.4222
H 1.2040 6.2373 -5.4055
H 0.2007 -0.8478 -0.9404
H 0.5605 3.5383 1.2478
H -0.8796 12.5565 4.7881
H 1.2259 0.3290 1.7457
H -2.9414 5.1314 -5.1430
H -2.7481 10.8862 4.7438
H 3.6336 -0.2931 0.4500
H -3.2311 6.6980 -3.2126
H -3.3966 13.2649 -3.5857
H 0.5633 2.6069 -2.4019
H 3.0599 3.7081 0.6817
H -2.8969 11.4640 -5.2278
H 0.7054 0.2104 -2.3593
H 1.2849 2.3028 1.6159
H -3.1189 4.6569 1.2117
H 1.4061 10.1266 2.0575
H -1.6907 10.8298 -0.4496
H 2.1486 5.3644 4.8859
H 1.2154 12.1187 3.4994
H 3.5784 0.8875 -1.5334
H 2.9661 -0.7784 -2.0593
H -2.6840 12.9707 -1.2157
H 0.9146 7.7618 -3.4589
H -3.9756 3.9891 -0.2792
H -2.5702 8.8506 3.3250
H 3.3237 3.0777 -1.8851
H -0.1148 -2.2758 0.1144
H -3.9360 3.0019 1.3235
H -1.4881 -1.6005 -0.9041
H 1.0238 7.4899 4.1513
H -2.0045 9.2916 -4.5081
H 1.9405 4.0968 -1.3398
H 1.0309 8.8656 -1.8078
H 2.1431 -1.2622 0.1927
```

Computed properties:
DFT total energy	-3116.250419	a.u.
charge	0
HOMO (spin up / spin down)	-6.5 / -8.0	eV
spin multiplicity	3
relative energy (zero: lowest compared OMol25 entry of this formula, charge and spin)	444.9	kJ/mol

Entry from the OMol25 dataset: a 2-piece molecular cluster, C2H5BrS overall (ωB97M-V with the def2-TZVPD basis set).

Geometry as XYZ:
```
9
Properties=species:S:1:pos:R:3
Br 2.2529 0.2260 -0.0838
S -0.4807 -2.5305 -0.0365
C 0.4189 0.3801 -0.4009
C -0.6000 1.0737 0.4685
H 0.3474 0.4747 -1.4120
H -0.4862 0.7669 1.4580
H 0.4623 -3.3303 -0.7604
H -1.6670 0.8975 0.1256
H -0.2478 2.0419 0.6414
```

Computed properties:
DFT total energy	-3051.259479	a.u.
charge	0
HOMO (spin up / spin down)	-8.3 / -8.3	eV
relative energy (zero: lowest compared OMol25 entry of this formula, charge and spin)	329.2	kJ/mol

Entry from the OMol25 dataset: a 5-piece molecular cluster, C25H38Br2N4O6 overall (ωB97M-V with the def2-TZVPD basis set).

Geometry as XYZ:
```
75
Properties=species:S:1:pos:R:3
Br 5.5388 -4.6669 -1.4231
Br 6.3280 -0.7035 -3.6798
O 3.1071 -2.0858 -4.4417
O -5.9928 5.0756 -2.4173
O -4.1557 -0.0190 2.4556
O 4.5461 -1.4870 1.5314
O 0.8708 -2.5413 -0.1593
O -1.2396 3.3345 -0.8095
N -2.4842 -1.5417 2.6910
N -2.9692 3.5216 0.6599
N -5.8917 2.8062 -2.3693
N 3.2515 -1.7158 3.3945
C 2.1981 -0.5985 -2.7872
C 6.1283 -1.8614 -2.1101
C 1.7319 -2.0084 -0.8333
C 2.1190 0.5559 -3.5250
C 1.5318 -0.7064 -1.5740
C -3.2911 -0.7363 1.9832
C 3.0345 -1.7598 -3.2743
C -3.9960 4.3585 1.2515
C -2.6298 -1.5813 4.1360
C 1.3574 1.5931 -3.0247
C 4.2367 -1.1623 2.6640
C 3.1030 -2.6138 -1.0136
C 2.4672 -2.7978 2.8218
C 0.7470 0.3112 -1.0953
C 7.5236 -2.2872 -1.6526
C -2.1223 3.9882 -0.2747
C -2.8539 2.1377 1.0919
C -4.5188 2.8164 -1.8922
C -6.5553 1.5368 -2.5909
C -1.4741 -2.3710 2.0574
C -6.5035 3.9854 -2.5899
C 3.7458 -2.5087 -2.1627
C 0.6719 1.4770 -1.8415
C 2.9507 -1.2662 4.7395
C 5.1395 -3.0419 -2.4133
H -3.9608 5.3617 0.8309
H -0.4885 -2.0993 2.4376
H 0.0766 2.3202 -1.4664
H 1.9192 -0.9095 4.7838
H 1.7190 -3.1335 3.5365
H 7.5168 -2.7867 -0.6815
H -3.1004 -0.7803 0.8976
H 0.2043 0.2078 -0.1600
H -2.9891 1.4800 0.2321
H 4.7685 -0.3595 3.2011
H -1.4834 -2.2343 0.9794
H -7.5407 3.8754 -2.9497
H -3.5994 1.9130 1.8418
H -6.0043 0.9613 -3.3378
H -1.9102 -2.2757 4.5632
H -1.6697 -3.4212 2.2834
H -2.4660 -0.5846 4.5485
H -3.8402 4.4176 2.3300
H -4.4641 3.3504 -0.9492
H -7.5720 1.6949 -2.9452
H -4.9793 3.9249 1.0550
H -2.2969 5.0455 -0.5274
H 1.3151 2.5227 -3.5861
H 8.0769 -2.8692 -2.3958
H 8.1009 -1.3639 -1.5061
H 3.6176 -0.4569 5.0295
H 5.6804 -1.3093 -1.2779
H 2.6751 0.6122 -4.4557
H 5.2333 -3.2435 -3.4851
H 3.5364 -3.1013 -0.1433
H -1.8557 1.9717 1.5041
H -3.8936 3.3377 -2.6192
H -6.5883 0.9730 -1.6560
H -3.6410 -1.8979 4.3941
H -4.1559 1.8000 -1.7607
H 1.9750 -2.4567 1.9143
H 3.0740 -2.0960 5.4386
H 3.1249 -3.6301 2.5647
```

Computed properties:
SMILES	C[C@@H](Br)[C@@H](Br)C1=CC(=O)c2ccccc2C1=O.CN(C)C=O.CN(C)C=O.CN(C)C=O.CN(C)C=O
DFT total energy	-6793.901367	a.u.
charge	0
HOMO	-9.3	eV

Entry from the OMol25 dataset: a 2-piece molecular cluster, C21H27N2O2 overall (ωB97M-V with the def2-TZVPD basis set).

Geometry as XYZ:
```
52
Properties=species:S:1:pos:R:3
O 3.9734 3.0422 1.5914
O 0.9521 5.0481 0.1974
N -2.8349 -1.6877 0.9971
N 1.3949 2.4341 0.9506
C 2.0002 1.8632 2.1413
C 1.4371 -1.1214 -0.9911
C 3.4981 1.7365 1.9211
C -3.9188 -1.8889 1.9407
C 0.5419 -0.7749 0.0799
C 2.1099 -2.6931 -2.7381
C -0.7957 -1.1809 0.1511
C -1.1767 -1.2618 2.7527
C -1.5715 -1.3452 1.3410
C -3.9936 -2.1198 -2.5078
C -0.1593 4.1601 0.1115
C -2.9598 -1.7975 -0.3839
C -4.1023 -2.1172 -1.1105
C 2.4872 -0.2592 -1.4016
C 3.2961 -0.5989 -2.4854
C 0.0744 3.0272 1.1065
C 1.2865 -2.3608 -1.6658
C -1.6374 -1.4404 -2.3486
C 3.1160 -1.8150 -3.1607
C -2.7632 -1.8138 -3.1142
C -1.7196 -1.4648 -0.9589
H -2.6875 -1.8732 -4.2075
H -0.6797 2.2510 0.9238
H -1.0812 4.7031 0.3823
H -0.0859 -1.1749 2.8162
H 2.5998 0.6878 -0.8682
H -4.8238 -2.1169 1.3804
H -4.8725 -2.3588 -3.1080
H -1.6357 -0.3840 3.2388
H -0.0883 3.4246 2.1252
H 4.9387 3.0209 1.6265
H 3.9840 1.3921 2.8459
H -0.2286 3.7460 -0.9105
H -1.4794 -2.1509 3.3297
H 1.8289 2.4783 3.0440
H -4.1008 -0.9920 2.5460
H -3.7061 -2.7217 2.6208
H 1.5850 0.8702 2.3374
H 3.7649 -2.0843 -3.9946
H 0.9351 -0.2020 0.9222
H 0.5103 -3.0427 -1.3307
H 0.7401 5.8206 -0.3542
H -0.7010 -1.1580 -2.8178
H -5.0219 -2.3276 -0.5757
H 2.0241 3.1373 0.5659
H 1.9632 -3.6517 -3.2426
H 3.6953 1.0452 1.0807
H 4.0881 0.0912 -2.7918
```

Computed properties:
DFT total energy	-1076.150046	a.u.
charge	+1
HOMO	-11.3	eV
relative energy (zero: lowest compared OMol25 entry of this formula, charge and spin)	185.0	kJ/mol

Entry from the OMol25 dataset: C35H38F5N3ORuTe as an isolated structure (ωB97M-V with the def2-TZVPD basis set).

Geometry as XYZ:
```
84
Properties=species:S:1:pos:R:3
Te 1.3268 0.8394 -0.8984
Ru -1.1617 1.1271 2.0037
F -2.0016 2.8624 1.9248
F -6.3993 1.8243 5.3002
F -2.6001 -1.4246 3.2294
F -5.0848 -2.3368 3.5472
F -3.9545 2.7812 4.9392
O -2.8804 0.4057 1.0982
N -1.8706 1.1292 3.8186
N -1.1784 1.2972 0.0922
N 0.5186 2.1136 2.9698
C -4.8115 -1.0709 3.8928
C -0.1630 -3.2405 -0.2018
C -5.4688 1.0127 4.7805
C 5.3343 -0.5921 -2.0270
C 5.7134 0.1974 -3.1033
C 0.2304 -1.9253 -0.0072
C -4.6769 -0.8074 -2.5518
C -4.1041 -0.3780 -3.7420
C -3.1755 0.7159 4.0543
C 4.1008 -0.4384 -1.4033
C 0.2679 -1.4401 1.4198
C 7.0492 0.0182 -3.7718
C -0.6592 -5.2414 -1.6422
C 3.5718 1.3428 -2.9597
C 1.8727 1.5441 2.8304
C 2.6806 2.3988 -3.5682
C -1.3086 2.2117 4.6169
C 0.4538 -1.6725 -2.4084
C -2.9683 0.4221 -3.7241
C -4.1899 1.5066 4.5991
C 0.5672 -1.1328 -1.1236
C -5.8049 -0.2760 4.4284
C -2.4034 0.7943 -2.5155
C 3.7761 -1.3309 -0.2350
C -2.3460 0.7126 -0.0383
C -3.5312 -0.5952 3.7165
C -4.1121 -0.4413 -1.3404
C 0.1832 2.0855 4.4230
C 4.8208 1.1598 -3.5485
C 3.2035 0.5328 -1.8757
C 0.0589 -3.0049 -2.5526
C 0.5775 3.5194 2.5035
C -2.9754 0.3591 -1.3239
C 0.7344 -0.9086 -3.6760
C -0.2428 -3.8069 -1.4703
H -1.6314 -5.4233 -1.1816
H 0.4868 1.1085 4.8027
H -6.8088 -0.6496 4.5654
H -1.5207 1.4209 -2.4765
H 2.2279 1.6770 1.8132
H 1.8897 2.7290 -2.9006
H -0.4232 -3.8426 0.6625
H 2.5529 2.0434 3.5280
H 6.0204 -1.3456 -1.6545
H 4.6487 -1.9143 0.0574
H 0.0578 -5.9151 -1.1694
H 5.0999 1.7957 -4.3834
H 1.6885 -1.2154 -4.1111
H 7.6765 -0.6803 -3.2192
H 0.7939 3.5209 1.4363
H 0.7583 2.8573 4.9438
H 2.9680 -2.0243 -0.4754
H -5.5618 -1.4301 -2.5704
H 6.9286 -0.3691 -4.7854
H 1.8511 0.4820 3.0661
H 7.5816 0.9674 -3.8468
H -0.5901 -0.7599 1.6002
H -0.0506 -1.1096 -4.4068
H 3.2706 3.2696 -3.8553
H -0.0192 -3.4144 -3.5547
H 3.4494 -0.7418 0.6257
H 0.7768 0.1652 -3.5086
H 0.0835 -2.2588 2.1127
H 1.3724 4.0450 3.0423
H 2.2051 2.0153 -4.4750
H 1.2051 -0.9484 1.6655
H -1.5573 2.0978 5.6750
H -4.5463 -0.6659 -4.6874
H -1.6829 3.1811 4.2807
H -4.5349 -0.7713 -0.4003
H -0.3798 4.0035 2.6546
H -0.7279 -5.5078 -2.6961
H -2.5273 0.7588 -4.6537
```

Computed properties:
DFT total energy	-2458.160698	a.u.
charge	0
HOMO (spin up / spin down)	-7.5 / -7.5	eV
relative energy (zero: lowest compared OMol25 entry of this formula, charge and spin)	0.0	kJ/mol